DFT (ωB97M-V/def2-TZVPD) results for a molecular structure, C25H39AsCl2NO4PS5W.

Calculated values
frontier orbital gap (alpha / beta): 3.574 / 3.550 eV
total charge: -2
E_LUMO (alpha / beta): 0.1409 / 0.1395 Eh
DFT total energy: -6887.299356 hartree
energy relative to the best compared isomer or geometry (same formula, charge and spin): 182.8 kcal per mole

Each line ends with the Mulliken charge.
Geometry (Å):
W -1.22 -2.16 1.64  -0.998
S -2.19 -3.03 3.84  -0.381
As -3.66 -2.38 2.39  0.095
S -3.03 -0.36 1.83  -0.254
S -2.67 -3.17 0.01  -0.469
S -5.67 -2.44 3.21  -0.595
O -0.38 -0.51 0.61  1.281
P -0.15 0.85 -0.16  -0.520
C 0.09 2.19 1.64  1.164
C 0.54 3.58 1.20  -1.292
C -0.52 4.23 0.31  0.369
C -1.86 4.32 1.05  -1.598
C -2.30 2.94 1.53  0.870
C -1.21 2.30 2.40  -1.024
C -0.77 0.39 -2.00  1.154
C -2.04 -0.45 -1.99  0.057
C -3.31 0.35 -1.74  0.004
C -3.45 1.48 -2.75  -1.272
C -2.24 2.40 -2.64  -0.049
C -0.93 1.63 -2.88  -1.440
C 1.73 1.03 -0.50  0.530
C 2.66 -0.18 -0.67  -0.834
C 2.92 -0.61 -2.11  -0.399
C 3.42 0.56 -2.95  -1.245
C 2.37 1.66 -2.94  -0.408
C 2.10 2.14 -1.51  -1.544
H 0.86 1.71 2.25  -0.635
H 1.50 3.55 0.68  0.407
H 0.67 4.22 2.09  0.519
H -0.65 3.60 -0.58  -0.373
H -0.20 5.22 -0.03  0.336
H -2.62 4.76 0.40  0.468
H -1.74 4.99 1.91  0.464
H -2.45 2.29 0.67  -0.603
H -3.24 2.99 2.07  0.474
H -1.53 1.32 2.75  -0.174
H -1.07 2.93 3.31  0.637
H 0.05 -0.22 -2.39  -0.091
H -1.96 -1.22 -1.24  -0.933
H -2.13 -0.97 -2.96  0.710
H -3.28 0.78 -0.73  -0.332
H -4.17 -0.32 -1.76  0.442
H -4.37 2.04 -2.59  0.502
H -3.49 1.06 -3.77  0.397
H -2.23 2.84 -1.64  -0.280
H -2.30 3.22 -3.36  0.454
H -0.09 2.32 -2.74  0.135
H -0.91 1.32 -3.93  0.656
H 2.00 1.44 0.48  0.468
H 2.29 -1.01 -0.09  -0.120
H 3.63 0.10 -0.24  0.568
H 2.01 -1.00 -2.57  0.098
H 3.65 -1.43 -2.11  0.490
H 3.61 0.23 -3.98  0.475
H 4.37 0.93 -2.54  0.371
H 1.46 1.28 -3.40  0.175
H 2.71 2.51 -3.54  0.356
H 1.32 2.91 -1.53  0.371
H 3.01 2.63 -1.15  0.553
Cl 0.45 -2.95 -0.90  0.064
C 0.99 -4.41 -0.15  0.969
C 1.92 -5.22 -0.76  -0.730
C 2.36 -6.37 -0.12  -0.403
C 1.86 -6.67 1.14  -0.583
C 0.95 -5.84 1.75  0.140
Cl 0.39 -6.22 3.35  -0.231
C 0.44 -4.65 1.15  -0.360
N -0.45 -3.85 1.70  0.481
H 2.29 -4.95 -1.74  0.353
H 3.08 -7.02 -0.60  0.323
H 2.19 -7.55 1.67  0.373
C 1.92 -0.39 3.95  -1.123
S 0.79 -1.63 3.32  1.234
O 0.80 -2.69 4.29  -0.589
O -0.52 -0.94 3.14  -0.520
O 1.24 -1.98 1.99  -0.565
H 1.87 -0.42 5.04  0.414
H 1.60 0.58 3.58  0.265
H 2.91 -0.64 3.59  0.303

***

DFT (ωB97M-V/def2-TZVPD) results for a molecular structure, C25H39BBr21O2Si.

Calculated values
frontier orbital gap: 5.474 eV
total charge: -1
E_LUMO: 0.0386 Eh
DFT total energy: -55495.052006 hartree

Each line ends with the Mulliken charge.
Geometry (Å):
C 2.63 -2.29 2.72  -1.709
Si 2.26 -0.58 1.84  0.621
C 2.42 0.93 3.03  -1.806
C 0.48 -0.76 1.26  -0.222
C -0.43 0.43 1.62  -1.025
C -1.76 0.29 0.86  1.941
C -2.98 0.84 1.61  -0.757
C -3.95 1.68 0.74  -0.572
C -5.20 0.91 0.27  -0.516
C -5.10 0.23 -1.10  -0.417
C -4.30 -1.09 -1.14  -0.205
B -4.75 -2.28 -0.11  0.453
O -6.17 -2.37 0.27  -0.636
C -6.19 -2.64 1.66  -0.553
C -4.72 -2.79 2.16  -0.437
O -3.88 -2.35 1.11  -0.515
C 3.55 -0.54 0.46  0.573
C 3.38 -1.27 -0.70  -0.229
C 4.39 -1.25 -1.65  0.081
C 5.54 -0.50 -1.45  0.154
C 5.71 0.23 -0.29  -1.052
C 4.70 0.21 0.67  -0.456
H 2.04 -2.46 3.60  0.506
H 3.69 -2.38 2.89  0.587
H 2.42 -3.02 1.93  0.273
H 1.88 0.69 3.93  0.553
H 3.45 1.07 3.33  0.554
H 2.01 1.85 2.62  0.329
H 0.07 -1.60 1.84  0.216
H 0.39 -1.02 0.21  0.456
H 0.09 1.37 1.40  0.232
H -0.64 0.42 2.69  0.284
H -1.65 0.85 -0.07  -0.354
H -1.95 -0.75 0.65  -1.077
H -3.57 0.04 2.06  -0.141
H -2.67 1.48 2.44  0.660
H -4.32 2.48 1.40  0.320
H -3.43 2.20 -0.07  0.118
H -5.50 0.24 1.07  0.037
H -6.00 1.66 0.18  0.415
H -4.61 0.92 -1.80  0.180
H -6.11 0.09 -1.50  0.391
H -3.22 -0.91 -1.04  0.008
H -4.43 -1.49 -2.15  0.215
H -4.47 -3.35 -0.71  -0.308
H -6.76 -3.56 1.79  0.332
H -6.66 -1.82 2.22  0.257
H -4.52 -3.86 2.36  0.284
H -4.50 -2.19 3.04  0.189
H 2.48 -1.86 -0.87  -0.126
H 4.27 -1.84 -2.56  0.313
H 6.31 -0.51 -2.22  -0.020
H 6.60 0.81 -0.10  0.369
H 4.84 0.76 1.60  0.336
C -1.77 3.56 -2.89  -0.381
Br -1.93 1.65 -2.88  -0.021
Br -0.51 4.17 -1.56  -0.049
Br -1.34 4.24 -4.64  -0.026
H -2.74 3.96 -2.62  0.460
C -0.72 -4.48 0.24  -0.475
Br -2.15 -3.26 0.67  0.341
Br -1.39 -6.06 -0.65  -0.133
Br 0.68 -3.63 -0.81  -0.082
H -0.27 -4.81 1.16  0.397
C 4.08 -1.11 6.52  -0.528
Br 3.29 0.20 7.70  -0.094
Br 3.77 -2.90 7.16  -0.072
Br 3.50 -0.88 4.70  0.182
H 5.15 -0.95 6.55  0.408
C -0.97 2.67 -8.88  -0.351
Br -0.68 4.55 -8.54  0.020
Br -0.94 1.65 -7.26  0.014
Br -2.60 2.38 -9.87  -0.017
H -0.16 2.32 -9.50  0.340
C -0.66 -0.54 9.14  -0.114
Br -1.48 0.74 10.32  -0.024
Br -0.94 -2.35 9.75  -0.006
Br -1.25 -0.31 7.32  0.046
H 0.40 -0.36 9.15  0.092
C 8.10 -0.91 -5.58  -0.378
Br 9.43 -2.29 -5.43  -0.015
Br 7.48 -0.70 -7.39  -0.018
Br 6.64 -1.19 -4.35  0.113
H 8.57 0.02 -5.30  0.320
C 1.97 7.01 -7.34  -0.126
Br 0.84 7.18 -5.80  0.021
Br 2.67 8.71 -7.91  -0.040
Br 3.37 5.72 -7.05  0.010
H 1.36 6.63 -8.15  0.082

***

DFT (ωB97M-V/def2-TZVPD) results for 6 unconnected molecules or ions with the total composition C25H39BN2O15P2S.

Calculated values
frontier orbital gap: 7.047 eV
E_LUMO: -0.0477 Eh
DFT total energy: -3319.873982 hartree

Each line ends with the Mulliken charge.
Geometry (Å):
N -2.85 -0.91 -3.89  -0.677
P -2.28 -2.15 -3.05  0.132
B -0.45 -2.52 -3.58  0.447
P -0.14 -3.72 -5.04  0.052
S 0.49 -5.47 -4.38  -0.386
C 0.66 -1.79 -2.74  0.216
C 0.49 -0.32 -2.57  -0.229
C 1.49 0.36 -1.75  -0.222
C 2.54 -0.45 -1.17  -0.254
N 2.74 -1.78 -1.32  -0.570
C 1.80 -2.40 -2.08  -0.273
H -3.08 -0.16 -3.22  0.244
H -2.22 -1.78 -1.66  0.063
H -3.04 -3.35 -3.14  0.077
H -1.43 -3.98 -5.63  0.039
H 0.71 -3.20 -6.05  0.006
H -0.36 0.21 -3.03  0.449
H 1.39 1.46 -1.57  0.275
H 3.28 0.10 -0.53  0.362
H 1.91 -3.51 -2.19  0.302
C -1.06 6.55 -0.83  -1.455
C -0.10 5.43 -1.18  0.474
C -0.53 4.08 -0.70  -0.355
O 0.72 3.39 -0.59  -0.277
C 1.66 4.34 -0.34  0.621
O 2.78 4.10 -0.01  -0.578
O 1.15 5.59 -0.50  -0.361
H -0.59 7.52 -0.99  0.368
H -1.96 6.49 -1.44  0.395
H -1.34 6.51 0.22  0.300
H 0.10 5.44 -2.25  0.333
H -1.20 3.58 -1.40  0.387
H -0.99 4.09 0.29  0.144
C 2.28 4.96 6.06  -1.428
C 1.96 4.73 4.60  0.492
C 1.82 5.99 3.79  -0.572
O 0.97 5.56 2.72  -0.344
C 0.22 4.54 3.22  0.596
O -0.72 4.06 2.66  -0.565
O 0.67 4.14 4.43  -0.208
H 2.14 4.04 6.63  0.320
H 3.31 5.30 6.18  0.394
H 1.61 5.70 6.50  0.342
H 2.70 4.05 4.16  0.281
H 2.77 6.36 3.41  0.360
H 1.31 6.80 4.33  0.296
C -2.55 -0.32 5.93  -1.425
C -1.84 0.66 6.83  0.597
C -1.01 1.67 6.10  -0.492
O -0.04 2.03 7.10  -0.254
C 0.10 0.94 7.91  0.602
O 0.95 0.82 8.73  -0.547
O -0.86 0.01 7.65  -0.364
H -2.95 -1.16 6.51  0.377
H -3.38 0.16 5.40  0.403
H -1.87 -0.75 5.19  0.291
H -2.56 1.14 7.50  0.209
H -1.57 2.54 5.78  0.344
H -0.47 1.26 5.24  0.250
C 0.95 -2.84 -11.75  -1.444
C 0.29 -3.28 -10.46  0.480
C 1.18 -3.21 -9.25  -0.509
O 0.59 -4.18 -8.39  -0.207
C -0.01 -5.10 -9.20  0.550
O -0.44 -6.14 -8.83  -0.505
O -0.04 -4.67 -10.49  -0.360
H 0.33 -3.13 -12.60  0.362
H 1.08 -1.75 -11.76  0.377
H 1.92 -3.31 -11.88  0.347
H -0.64 -2.72 -10.30  0.268
H 1.18 -2.22 -8.79  0.336
H 2.21 -3.51 -9.46  0.307
C 0.28 -4.96 5.53  -1.483
C -1.01 -4.55 4.85  0.600
C -1.51 -5.54 3.84  -0.515
O -2.29 -4.70 2.98  -0.316
C -1.75 -3.45 3.05  0.657
O -2.04 -2.56 2.32  -0.541
O -0.83 -3.38 4.05  -0.358
H 0.71 -4.11 6.08  0.358
H 0.10 -5.78 6.23  0.391
H 1.03 -5.28 4.80  0.351
H -1.77 -4.32 5.61  0.240
H -2.12 -6.32 4.28  0.312
H -0.71 -5.99 3.24  0.305

***

> Which value of DFT total energy does entry 1 give?

-6887.299356 hartree

***

> Look up the DFT total energy of the second one.

-55495.052006 hartree

***

> Among the records above, which one has the lowest DFT total energy?

C25H39BBr21O2Si

***

> The highest DFT total energy belongs to which entry?

C25H39BN2O15P2S